Entry 1:
118
Properties=species:S:1:pos:R:3:forces:R:3 method="wB97M-V/def2-TZVPD" energy_ev=-124033.2030 total_charge=-1 relative_energy_ev=0.000 homo_lumo_gap_ev=4.5
Tl -1.0300 -1.0476 -0.1047 -0.361 -0.747 0.253
O 3.0469 -0.4460 -0.3747 0.787 -0.408 -0.785
S 1.8535 -0.1432 0.4321 0.550 0.740 0.835
C 2.1454 1.5889 0.9029 -0.587 0.006 -0.095
C 3.4100 1.9775 1.3123 0.268 -0.044 0.115
C 3.7024 3.3202 1.4593 0.013 -0.161 0.020
C 2.7293 4.2694 1.1752 -0.048 0.064 0.003
C 1.4689 3.8745 0.7739 0.217 0.065 0.021
C 1.1519 2.5230 0.6323 0.047 -0.149 -0.087
P -0.5408 1.9674 0.1071 0.115 0.832 -0.058
C -0.5511 2.6546 -1.5883 0.065 0.005 0.101
C -1.7809 2.8598 -2.2126 0.020 0.081 0.024
C -1.8376 3.2945 -3.5226 -0.098 0.013 -0.075
C -0.6696 3.5203 -4.2340 0.056 0.003 -0.056
C 0.5532 3.2967 -3.6290 0.091 0.047 -0.184
C 0.6157 2.8597 -2.3179 -0.100 0.077 0.192
C -1.3508 3.3355 1.0457 -0.244 -0.164 -0.040
C -1.9091 4.4901 0.5064 -0.048 -0.120 -0.038
C -2.3676 5.4977 1.3405 -0.059 0.166 0.035
C -2.2740 5.3716 2.7160 -0.030 0.181 0.036
C -1.7331 4.2196 3.2623 -0.003 0.048 0.087
C -1.2826 3.2130 2.4319 -0.120 -0.081 0.053
C 2.2129 -0.9256 2.0224 -0.586 -0.109 0.273
C 3.4467 -1.5363 2.1216 0.344 -0.064 -0.204
C 3.7987 -2.2398 3.2576 -0.249 0.115 0.128
C 2.8850 -2.3369 4.3002 0.301 -0.116 0.050
C 1.6431 -1.7476 4.1962 -0.144 0.142 -0.296
C 1.2711 -1.0336 3.0476 0.304 -0.338 0.088
P -0.3684 -0.2426 2.9340 -0.539 -0.342 0.817
C -1.5469 -1.6647 2.8710 0.132 0.086 -0.129
C -1.1632 -2.9797 2.6065 -0.009 0.257 0.308
C -2.1214 -3.9388 2.3302 -0.023 -0.123 -0.013
C -3.4643 -3.5937 2.2963 -0.008 -0.038 0.002
C -3.8554 -2.2970 2.5928 -0.123 -0.033 -0.050
C -2.9054 -1.3379 2.8841 0.340 0.044 0.108
C -0.5113 0.1391 4.7535 -0.102 0.159 -0.257
C 0.3252 1.1315 5.2605 -0.022 -0.019 -0.081
C 0.2902 1.4713 6.6006 0.093 0.121 0.069
C -0.6075 0.8472 7.4534 -0.020 -0.044 0.087
C -1.4555 -0.1275 6.9551 -0.018 0.040 0.199
C -1.4042 -0.4833 5.6186 0.011 -0.068 -0.116
H 4.1653 1.2272 1.4956 0.083 -0.093 0.000
H 4.6848 3.6303 1.7856 0.081 -0.011 0.011
H 2.9595 5.3218 1.2662 0.004 0.075 0.017
H 0.7239 4.6260 0.5565 -0.057 0.027 -0.008
H -2.6930 2.6442 -1.6734 -0.064 0.035 0.024
H -2.7956 3.4393 -4.0012 -0.103 0.005 -0.013
H -0.7130 3.8485 -5.2619 -0.009 0.037 -0.107
H 1.4651 3.4478 -4.1890 0.100 -0.012 -0.042
H 1.5777 2.6687 -1.8639 0.104 0.019 0.024
H -1.9792 4.6244 -0.5639 0.051 -0.020 0.003
H -2.7846 6.4001 0.9099 -0.018 -0.010 -0.018
H -2.6077 6.1754 3.3584 -0.061 0.018 0.032
H -1.6528 4.1090 4.3350 -0.001 -0.032 0.075
H -0.8597 2.3155 2.8629 0.027 0.026 -0.004
H 4.1126 -1.4533 1.2773 0.136 -0.043 -0.115
H 4.7684 -2.7084 3.3296 0.087 -0.041 -0.004
H 3.1473 -2.8777 5.1994 -0.014 -0.063 0.033
H 0.9378 -1.8416 5.0110 0.000 -0.018 0.000
H -0.1136 -3.2427 2.5882 0.008 -0.055 -0.098
H -1.8159 -4.9503 2.1071 0.071 -0.106 -0.102
H -4.2102 -4.3306 2.0319 0.004 -0.069 0.003
H -4.9027 -2.0309 2.5608 -0.065 0.052 0.026
H -3.1994 -0.3209 3.1170 -0.084 0.058 -0.121
H 1.0290 1.6157 4.5928 0.061 0.093 -0.010
H 0.9660 2.2219 6.9883 0.028 0.062 -0.017
H -0.6365 1.1087 8.5030 -0.005 0.033 0.019
H -2.1538 -0.6255 7.6139 -0.038 -0.033 0.041
H -2.0444 -1.2714 5.2495 -0.049 0.007 0.042
C 4.1548 0.0284 -3.0981 -0.131 -0.097 -0.231
C 3.6194 -0.0478 -4.5249 0.272 0.010 -0.017
C 4.1346 -1.3439 -5.1666 -0.045 0.143 0.084
C 4.1697 1.1585 -5.2997 -0.098 -0.164 0.066
C 2.1004 -0.0578 -4.5713 -0.023 0.019 0.152
C 1.4769 -0.0334 -5.8241 -0.143 0.017 -0.166
C 0.1057 -0.0694 -5.9655 0.080 0.001 -0.088
C -0.6637 -0.1078 -4.8186 -0.209 -0.033 0.384
S -2.3934 -0.1164 -4.6686 0.325 -0.028 0.331
C -2.2058 -0.1204 -2.9064 0.871 0.006 -1.043
N -0.9659 -0.1329 -2.5109 -0.774 -0.029 0.399
C -0.0731 -0.1300 -3.5408 0.136 -0.096 -1.174
C 1.3178 -0.1241 -3.4308 -0.188 -0.016 -0.060
C -3.3541 0.0133 -2.0535 -0.855 0.153 1.154
C -4.6436 -0.0196 -2.6012 0.296 -0.082 -0.133
C -5.7375 0.2654 -1.8158 -0.225 0.002 -0.075
C -5.5514 0.5550 -0.4690 -0.090 0.033 0.002
C -4.2824 0.4960 0.0779 0.247 0.084 0.037
C -3.1237 0.2510 -0.6702 -0.220 -0.283 -0.774
H 5.2428 0.0473 -3.1137 0.149 0.017 -0.028
H 3.8381 -0.8255 -2.5095 0.000 -0.059 0.099
H 3.8043 0.9242 -2.5924 -0.034 0.112 0.122
H 5.2220 -1.3713 -5.1157 0.137 -0.054 -0.031
H 3.8322 -1.4219 -6.2089 -0.007 -0.015 -0.111
H 3.7359 -2.2040 -4.6338 -0.006 -0.128 0.051
H 5.2577 1.1475 -5.2573 0.126 0.041 -0.020
H 3.8157 2.0869 -4.8560 -0.026 0.131 0.051
H 3.8701 1.1463 -6.3446 -0.013 0.015 -0.126
H 2.0843 0.0047 -6.7162 0.050 -0.008 -0.093
H -0.3578 -0.0701 -6.9421 0.019 0.029 -0.076
H 1.7458 -0.1757 -2.4455 0.203 0.004 0.197
H -4.7792 -0.2819 -3.6440 -0.115 0.043 -0.093
H -6.7308 0.2581 -2.2459 -0.032 0.005 -0.006
H -6.4031 0.8176 0.1488 -0.041 -0.037 0.027
H -4.1774 0.6797 1.1394 -0.043 0.037 0.216
Cl -0.6905 -8.5643 0.8752 -0.030 -0.261 0.126
C -0.4870 -6.9661 0.1969 -0.060 -0.079 0.082
C -1.4576 -6.4525 -0.6541 0.075 -0.149 0.066
C -1.2895 -5.2066 -1.2051 -0.145 0.031 0.037
C -0.1363 -4.4233 -0.9507 0.065 0.225 -0.150
C 0.0556 -3.1650 -1.5441 -0.060 0.234 -0.216
C 0.8088 -4.9810 -0.0540 0.010 0.134 0.122
C 0.6429 -6.2224 0.5070 -0.110 -0.192 0.009
H -2.3283 -7.0475 -0.8947 -0.076 -0.023 0.040
H -2.0604 -4.8012 -1.8480 -0.018 0.007 -0.106
H 1.0604 -2.7620 -1.5233 0.184 0.115 -0.016
H -0.4874 -2.9631 -2.4582 -0.107 0.077 -0.139
H 1.6914 -4.4045 0.1839 0.169 0.074 0.011
H 1.3957 -6.6337 1.1655 0.023 -0.032 0.075

=====

Entry 2:
82
Properties=species:S:1:pos:R:3:forces:R:3 method="wB97M-V/def2-TZVPD" energy_ev=-168458.0969 spin_multiplicity=5 s2=6.02 total_charge=+1 relative_energy_ev=0.124 homo_lumo_gap_ev="7.9 / 5.7"
Pt -0.3095 0.9189 -0.0182 0.306 0.999 -0.077
Br -1.0751 4.4170 1.3587 0.098 -0.069 -0.126
C -1.8516 3.8857 -0.2690 0.181 -0.190 0.126
C -2.7839 4.7374 -0.8390 -0.070 -0.012 -0.083
C -3.4079 4.3469 -2.0059 -0.040 0.077 0.038
C -3.0630 3.1336 -2.5812 -0.063 -0.013 -0.150
C -2.1129 2.3587 -1.9625 0.130 0.096 0.278
N -1.5136 2.7210 -0.8125 -0.312 0.134 -0.007
C -1.6780 1.0635 -2.5796 -0.105 -0.052 -0.218
O -2.1318 0.6945 -3.6320 0.136 -0.063 0.143
O -0.7555 0.4005 -1.9017 -0.282 -0.229 -0.317
H -3.0271 5.6654 -0.3452 0.014 0.012 0.003
H -4.1597 4.9819 -2.4573 0.034 -0.033 0.005
H -3.5039 2.7680 -3.4984 0.004 0.024 0.031
C -2.9724 -2.1859 -1.3032 -0.078 0.014 -0.273
Si -1.2231 -2.7971 -1.1912 0.143 0.186 0.404
C -0.5653 -2.8858 -2.9293 0.097 -0.193 -0.274
C -1.2172 -4.5434 -0.5061 -0.080 -0.185 0.107
C -0.1784 -1.7308 0.0155 -0.061 -0.694 -0.111
Si 1.6395 -1.6863 -0.4761 -0.099 -0.142 0.120
C 2.2138 -3.4686 -0.5610 0.080 -0.163 -0.079
C 2.0342 -0.9658 -2.1607 -0.113 -0.075 -0.338
C 2.7558 -0.8449 0.7929 0.029 0.082 0.253
Si -0.6221 -1.9327 1.8254 0.050 0.211 -0.171
C -2.3133 -2.4810 2.3607 -0.084 -0.109 0.002
C 0.5567 -3.1937 2.5710 0.038 -0.138 0.094
C -0.2099 -0.3059 2.7434 0.216 0.146 -0.054
C -0.2422 -0.2978 4.1332 0.054 -0.049 0.061
C 0.2029 0.7999 4.8467 0.028 0.040 -0.050
C 0.7268 1.8805 4.1483 -0.020 -0.060 0.086
C 0.7131 1.8408 2.7726 -0.012 0.051 -0.082
N 0.2322 0.7939 2.0854 -0.293 -0.209 0.289
H -3.4908 -2.8720 -1.9840 -0.022 0.087 0.058
H -3.0375 -1.1854 -1.7310 0.016 -0.022 -0.013
H -3.5047 -2.1821 -0.3621 -0.107 0.007 0.258
H -1.2909 -3.4934 -3.4849 0.074 0.065 0.018
H 0.4044 -3.3877 -3.0317 -0.202 0.103 0.024
H -0.5236 -1.9097 -3.4138 -0.034 -0.011 0.013
H -1.7932 -5.1706 -1.1965 0.045 0.015 0.071
H -1.6868 -4.6360 0.4809 0.094 0.039 -0.178
H -0.2105 -4.9659 -0.4450 -0.085 0.036 -0.004
H 1.7829 -3.9810 -1.4282 0.096 0.068 0.173
H 1.9783 -4.0482 0.3337 0.032 0.067 -0.078
H 3.3040 -3.4593 -0.6826 -0.088 -0.048 -0.004
H 1.5807 -1.5879 -2.9391 0.147 0.114 0.188
H 3.1215 -1.0187 -2.3080 -0.107 0.027 -0.056
H 1.6760 0.0486 -2.3468 0.083 -0.050 0.024
H 2.6241 -1.2657 1.7934 0.004 -0.030 -0.106
H 2.6047 0.2334 0.9088 0.018 -0.166 0.045
H 3.8009 -1.0296 0.5113 -0.075 0.038 0.078
H -2.8538 -3.0498 1.6045 0.024 0.027 0.011
H -2.9289 -1.6390 2.6606 -0.028 0.047 0.018
H -2.1832 -3.1357 3.2291 -0.050 0.035 -0.056
H 0.3133 -4.1885 2.1802 0.035 0.107 0.040
H 0.3714 -3.2151 3.6513 0.039 -0.034 -0.090
H 1.6198 -3.0125 2.4161 -0.069 -0.009 0.000
H -0.6289 -1.1656 4.6555 0.022 0.049 -0.026
H 0.1596 0.8104 5.9290 0.001 -0.002 -0.050
H 1.1251 2.7488 4.6571 -0.029 -0.049 -0.030
H 1.0934 2.6637 2.1830 -0.041 -0.012 0.008
F -5.3188 0.5226 0.0155 0.099 -0.044 0.205
C -4.9819 0.3635 1.3006 -0.061 -0.043 -0.110
F -4.9858 -0.9366 1.5905 0.022 -0.109 -0.111
F -5.8887 0.9622 2.0645 0.025 0.054 -0.066
S -3.3368 1.1179 1.6387 0.255 -0.037 -0.226
O -3.0307 0.8026 3.0042 -0.003 -0.036 -0.004
O -3.5400 2.4965 1.2957 -0.033 0.037 -0.012
O -2.4425 0.3963 0.6637 -0.289 -0.068 0.379
C 5.1178 1.0531 -1.3639 -0.197 0.039 0.075
N 3.7089 1.3659 -1.0994 0.235 0.158 -0.161
C 3.0790 2.5205 -1.1082 -0.410 -0.301 0.341
S 1.3723 2.6236 -0.6442 0.424 0.186 -0.204
N 3.6035 3.6815 -1.4648 0.281 0.149 -0.056
C 4.9003 3.9654 -2.0927 -0.175 -0.001 0.034
H 5.3243 0.0942 -0.8953 0.001 0.005 -0.006
H 5.7700 1.7941 -0.9128 -0.001 -0.029 -0.009
H 5.3157 0.9703 -2.4308 0.022 -0.007 -0.001
H 3.1121 0.5746 -0.9129 0.094 0.080 -0.016
H 2.9874 4.4660 -1.3244 -0.016 0.038 -0.009
H 5.1252 3.2313 -2.8598 -0.002 0.010 -0.006
H 5.7022 4.0028 -1.3590 0.014 0.013 0.002
H 4.8217 4.9374 -2.5698 -0.004 0.015 -0.006

=====

Entry 3:
15
Properties=species:S:1:pos:R:3:forces:R:3 method="wB97M-V/def2-TZVPD" energy_ev=-7827.9836 relative_energy_ev=4.336 smiles="CN(C)CC=O" homo_lumo_gap_ev=8.4
C -0.5276 1.1494 -0.6298 -0.408 -0.295 -0.096
N 0.2570 0.0133 -0.1807 -0.653 -0.803 -0.298
C 1.6243 0.1830 -0.6993 -0.201 -0.637 -0.092
C -0.6168 -1.4283 0.3975 1.291 1.701 -1.134
C -1.0287 -0.6792 1.6196 0.515 0.682 0.371
O -0.1896 -0.0964 2.2529 -0.801 -0.357 1.299
H -0.6787 1.1570 -1.7215 -0.200 0.000 0.051
H -0.0327 2.1173 -0.3940 -0.019 -0.679 0.120
H -1.4966 1.1649 -0.1289 -0.100 0.032 -0.131
H 2.0311 1.1794 -0.3940 -0.652 -0.624 0.153
H 2.3260 -0.5500 -0.3020 -0.160 -0.180 -0.054
H 1.6867 0.1985 -1.8024 -0.036 -0.273 0.108
H 0.1764 -2.1587 0.5472 0.146 0.314 0.229
H -1.5080 -2.0153 -0.0088 1.134 1.440 -0.741
H -2.1136 -0.4941 1.7780 0.146 -0.321 0.216

=====

Entry 4:
13
Properties=species:S:1:pos:R:3:forces:R:3 method="wB97M-V/def2-TZVPD" energy_ev=-9709.1918 spin_multiplicity=3 s2=2.01 total_charge=+1 relative_energy_ev=5.392 homo_lumo_gap_ev="4.8 / 7.3"
C 3.1173 3.0450 0.7959 7.667 3.640 5.391
C -0.7202 -0.7620 -0.6324 -1.469 -2.811 2.177
C -2.2036 -2.2668 0.7882 1.112 -0.173 -1.818
N 2.2288 2.6995 0.1580 -5.153 -1.288 -3.610
N -1.2098 -1.5669 0.0623 0.928 2.504 -2.233
N -0.0495 0.0330 -1.3227 1.538 1.630 -1.691
O 1.3071 2.3201 -0.4810 -3.066 -1.808 -2.183
H 3.9890 3.2653 1.3421 0.595 -0.480 0.420
H -2.2884 -3.1531 0.2410 0.485 -2.279 -0.127
H -1.7347 -2.3419 1.7060 -0.312 -0.643 2.382
H -3.1700 -1.9447 0.5999 -1.777 1.852 0.708
H 0.1200 -0.0395 -2.3146 -0.571 -0.580 -0.280
H 0.6141 0.7119 -0.9427 0.023 0.435 0.863

=====

Entry 5:
52
Properties=species:S:1:pos:R:3:forces:R:3 method="wB97M-V/def2-TZVPD" energy_ev=-82160.6697 total_charge=+1 relative_energy_ev=0.000 homo_lumo_gap_ev="5.3 / 5.2"
Pd -1.3427 -1.7674 0.2800 0.626 0.311 0.043
N 1.4224 -2.1558 -0.7257 0.015 -0.125 -0.037
C 2.0421 -1.0303 -0.1379 -0.051 -0.219 -0.257
C 3.3242 -1.0692 0.3907 0.066 0.062 0.081
C 3.9096 0.0910 0.8736 -0.032 0.030 -0.007
C 3.2357 1.3051 0.7998 -0.002 -0.068 0.009
C 1.9441 1.3418 0.3026 -0.049 -0.033 0.154
C 1.3205 0.1652 -0.1183 0.138 0.432 0.000
P -0.4002 0.1228 -0.6316 0.233 -0.218 0.023
C -1.1468 1.7265 -0.2417 0.083 0.098 -0.110
C -1.0190 2.2771 1.0356 -0.020 0.038 -0.009
C -1.6021 3.4977 1.3266 -0.021 0.009 -0.013
C -2.3177 4.1823 0.3517 -0.006 0.036 0.038
C -2.4386 3.6516 -0.9214 0.049 -0.106 0.006
C -1.8489 2.4298 -1.2227 -0.091 0.051 0.069
C -0.3840 0.0048 -2.4432 -0.038 -0.077 -0.017
C -1.5586 -0.2329 -3.1627 -0.014 -0.049 0.006
C -1.5223 -0.3525 -4.5395 0.041 0.009 -0.073
C -0.3098 -0.2473 -5.2181 -0.098 -0.009 0.029
C 0.8563 -0.0108 -4.5131 -0.021 0.018 0.104
C 0.8207 0.1210 -3.1256 0.064 0.066 -0.176
H 1.8409 -3.0371 -0.4575 0.031 0.063 0.007
H 1.3678 -2.0975 -1.7389 -0.045 0.022 0.141
H 3.8722 -2.0033 0.3977 -0.014 -0.006 -0.010
H 4.9115 0.0544 1.2805 -0.004 -0.007 0.005
H 3.7077 2.2147 1.1441 0.008 0.002 -0.008
H 1.4077 2.2810 0.2785 0.034 -0.014 -0.037
H -0.4593 1.7664 1.8038 0.029 -0.030 -0.024
H -1.4989 3.9171 2.3184 0.013 -0.010 0.002
H -2.7720 5.1364 0.5841 0.001 -0.008 0.013
H -2.9814 4.1881 -1.6876 0.002 -0.004 -0.010
H -1.9380 2.0410 -2.2254 0.022 -0.014 -0.051
H -2.5070 -0.3409 -2.6457 0.008 0.042 0.008
H -2.4382 -0.5334 -5.0868 0.004 0.001 -0.004
H -0.2842 -0.3514 -6.2945 0.009 0.001 0.002
H 1.7986 0.0742 -5.0370 0.016 0.004 0.022
H 1.7394 0.3180 -2.5870 -0.005 0.007 0.003
Te -3.7129 -0.5595 0.2414 -0.194 -0.443 -0.180
Te -3.6365 -2.7086 1.7177 -0.388 0.026 0.157
Te -1.8081 -4.4173 0.3975 -0.126 0.085 -0.210
Te -1.8877 -3.2476 -1.9463 -0.233 0.059 0.180
F 1.1054 -3.3999 1.8172 -0.380 0.225 -0.129
C 0.5510 -2.4347 2.6034 0.667 -0.213 0.125
C -0.3900 -1.5343 2.1439 -0.149 -0.082 0.024
C -0.8139 -0.6349 3.1011 -0.267 0.322 0.415
F -1.7982 0.2698 2.8498 0.078 -0.348 -0.192
C -0.3368 -0.5914 4.4015 0.046 0.034 0.011
F -0.7940 0.3132 5.2651 -0.027 0.013 -0.034
C 0.6189 -1.5019 4.8082 -0.005 0.046 0.045
F 1.0988 -1.4747 6.0449 -0.015 -0.014 -0.044
C 1.0629 -2.4346 3.8946 0.052 -0.029 -0.069
F 1.9891 -3.3221 4.2538 -0.038 0.019 -0.023

=====

Entry 6:
15
Properties=species:S:1:pos:R:3:forces:R:3 method="wB97M-V/def2-TZVPD" energy_ev=-15006.6817 spin_multiplicity=2 s2=0.76 total_charge=+1 relative_energy_ev=1.399 homo_lumo_gap_ev="9.3 / 6.3"
O 3.1340 0.7795 -0.1345 -0.287 -0.565 0.075
C 3.0406 -0.1325 0.6688 1.584 2.947 0.511
O 3.5039 -0.3399 1.7793 -0.704 -0.723 -0.416
O 2.2168 -1.2705 0.1175 -0.822 -1.511 0.482
Cs 5.7847 2.8491 1.6041 -0.310 -0.329 -0.135
C 1.2051 -1.7644 0.7207 0.259 -0.070 -0.379
C 0.3454 -1.0786 1.5936 0.339 -0.081 0.448
H 1.0219 -2.8182 0.4907 -0.175 0.305 -0.162
H 0.5088 -0.0402 1.8749 -0.055 -0.196 -0.214
H -0.4516 -1.6451 2.0732 0.127 0.245 -0.216
H -3.2306 0.3693 -2.6017 -0.154 0.043 0.070
O -3.6298 0.8652 -0.6657 -0.020 -0.162 -1.180
C -3.8349 0.9183 -1.8561 0.798 -0.277 1.556
O -4.7927 1.6791 -2.3496 -0.581 0.400 -0.538
H -4.8218 1.6288 -3.3151 0.002 -0.026 0.096